Density functional theory data (wB97M-V/def2-TZVPD) for an isolated molecule of C11H22N4O2 in a non-equilibrium geometry.

Its energy above the lowest of the compared OMol25 structures with the same formula, charge and spin is 55.0 kcal per mole. As for the HOMO-LUMO gap: 8.46 eV.

Structure (ORCA input):
```
! wB97M-V def2-TZVPD RIJCOSX def2/J DEFGRID3
* xyz 0 1
O -2.75 -1.39 1.45
O -0.97 -0.65 4.44
N -4.21 -1.93 3.83
N 1.41 0.65 -1.80
N -2.94 -1.57 4.40
N -0.59 -0.69 1.48
C -1.87 -1.02 3.67
C 3.16 -0.73 -1.66
C -1.79 -0.94 2.12
C -0.71 0.56 -2.97
C 0.07 1.26 -1.79
C 0.95 -1.12 -0.22
C -0.53 1.02 -0.38
C 0.02 2.67 -2.24
C -0.45 -0.52 0.07
C 2.10 -0.09 -0.73
C 2.73 0.84 0.32
H -1.19 -1.14 -0.38
H 0.85 3.40 -1.70
H 2.46 1.95 0.04
H 0.88 -2.03 -0.91
H -4.21 -2.95 3.67
H 1.44 -1.60 0.66
H 2.68 -0.95 -2.60
H 2.25 0.61 1.35
H -1.65 0.16 -2.66
H 3.84 0.69 0.46
H 3.41 -1.75 -1.25
H -1.63 1.36 -0.39
H -2.96 -1.35 5.39
H 4.02 -0.12 -1.70
H 0.18 -0.41 2.07
H 0.35 2.79 -3.23
H 1.89 0.71 -2.64
H -0.02 -0.23 -3.38
H -0.91 1.12 -3.89
H -4.32 -1.47 2.97
H -0.92 3.24 -2.20
H -0.06 1.63 0.35
*
```

natural (NBO) atomic charge list, values in e, 4 entries:
1 O -0.625
2 O -0.604
3 N -0.653
4 N -0.692

=====

Density functional theory data (wB97M-V/def2-TZVPD) for an isolated molecule of C11H22N4O4 in a non-equilibrium geometry.

Its energy above the lowest of the compared OMol25 structures with the same formula, charge and spin is 91.7 kcal per mole. As for the HOMO-LUMO gap: 9.38 eV.

Structure (ORCA input):
```
! wB97M-V def2-TZVPD RIJCOSX def2/J DEFGRID3
* xyz 0 1
O -3.66 -2.04 -0.82
O -4.88 -0.56 0.17
O -0.19 1.81 -1.51
O -0.32 -0.30 1.85
N -1.32 -0.97 -0.10
N 5.47 -0.64 -0.11
N 1.19 -1.35 -1.17
N 0.50 2.86 0.44
C 2.09 -1.22 1.12
C -0.45 2.26 -0.34
C -2.56 -0.21 0.24
C -2.85 1.19 -0.40
C -0.24 -0.90 0.76
C 3.20 0.51 -0.35
C -1.81 2.16 0.31
C 0.90 -1.60 0.25
C -3.71 -1.06 -0.22
C 2.67 0.19 1.09
C 4.24 -0.44 -0.97
H -5.50 -1.13 -0.22
H 1.47 3.01 -0.01
H 3.54 0.38 1.78
H -1.71 2.05 1.41
H 0.49 3.10 1.46
H -2.50 1.10 -1.53
H 0.98 -0.29 -1.22
H 3.63 1.48 -0.29
H -2.19 3.26 0.13
H 2.90 -2.03 0.97
H 3.82 -1.42 -1.35
H 2.31 -1.44 -1.60
H 1.69 -1.57 2.12
H -1.28 -1.60 -0.91
H 5.90 0.27 0.06
H 6.20 -1.00 -0.72
H 0.94 -2.78 0.38
H -2.69 -0.22 1.38
H 2.22 0.59 -1.04
H 4.48 0.05 -1.97
H -3.90 1.42 -0.20
H 1.87 0.91 1.41
*
```

natural (NBO) atomic charge list, values in e, 4 entries:
1 O -0.586
2 O -0.686
3 O -0.661
4 O -0.642

=====

Density functional theory data (wB97M-V/def2-TZVPD) for C11H23AlF3O4 as an isolated structure.

As for the HOMO-LUMO gap: 6.64 eV.

Structure (ORCA input):
```
! wB97M-V def2-TZVPD RIJCOSX def2/J DEFGRID3
* xyz -1 1
Al -1.24 -1.27 -2.33
F -2.37 -5.83 -0.69
F -2.85 -4.45 -2.27
F -2.84 -3.77 -0.21
O 2.22 -0.30 2.08
O -0.81 2.81 -1.74
O 0.36 2.18 -3.48
O 0.40 0.17 0.92
C -0.32 -2.72 -1.18
C -1.84 4.83 -0.84
C 2.87 -0.57 3.31
C 0.92 4.32 -2.64
C -0.99 3.60 -0.58
C 0.00 -0.58 3.14
C -2.19 -4.53 -1.11
C 2.93 -2.06 3.62
C 0.16 3.01 -2.65
C -0.72 -4.21 -1.21
C 0.87 -0.18 1.97
H -0.34 -4.72 -2.10
H 0.45 -0.44 4.11
H -1.30 0.05 -1.40
H -1.37 5.51 -1.56
H -0.28 -1.63 3.01
H 0.42 5.03 -3.30
H -0.31 -2.37 -0.14
H -0.27 -4.74 -0.35
H -2.76 -1.63 -2.76
H 1.92 4.13 -3.03
H -2.02 5.38 0.08
H 1.02 4.78 -1.65
H -2.80 4.53 -1.26
H -0.34 -0.96 -3.65
H 1.94 -2.48 3.73
H 3.88 -0.18 3.19
H 2.41 -0.01 4.13
H 0.72 -2.70 -1.52
H -1.49 2.94 0.12
H 3.50 -2.24 4.53
H -0.91 0.02 3.09
H -0.03 3.86 -0.14
H 3.42 -2.58 2.80
*
```

natural (NBO) atomic charge list, values in e, 4 entries:
1 Al 0.882
2 F -0.372
3 F -0.326
4 F -0.334

=====

Density functional theory data (wB97M-V/def2-TZVPD) for a 2-piece molecular cluster, C11H23B2F3O4 overall in a non-equilibrium geometry.

As for the HOMO-LUMO gap: 8.18 eV.

Structure (ORCA input):
```
! wB97M-V def2-TZVPD RIJCOSX def2/J DEFGRID3
* xyz 0 1
F -2.92 3.48 -2.54
F -4.05 2.33 -1.17
F -3.27 4.19 -0.57
O -0.26 -2.85 0.84
O -1.04 -5.68 0.63
O 2.02 4.73 -0.76
O -1.99 1.08 -0.42
C -1.69 2.38 -0.85
C 3.64 2.59 -2.17
C -0.19 -3.78 1.91
C 0.05 -5.19 1.41
C -3.01 3.10 -1.27
C -1.60 -2.53 0.48
C -0.82 -5.56 -0.77
C -0.94 3.22 0.18
C 0.87 1.67 1.55
C 0.25 0.50 1.65
C 3.17 2.46 -0.71
B 0.56 2.75 0.43
B 1.92 3.39 -0.38
H -0.90 4.22 -0.22
H -0.36 -4.61 -1.03
H 3.98 2.81 -0.07
H 0.65 -3.49 2.54
H -1.46 3.22 1.13
H -2.55 1.10 0.37
H -1.78 -5.65 -1.26
H -1.58 -2.08 -0.51
H -2.02 -1.80 1.18
H -0.17 -6.38 -1.11
H -0.01 -0.02 0.75
H 0.01 0.12 2.63
H 2.93 1.42 -0.52
H -1.10 -3.74 2.52
H 1.66 1.95 2.23
H -1.10 2.27 -1.75
H -2.24 -3.41 0.44
H 4.58 2.06 -2.27
H 0.98 -5.25 0.85
H 2.97 2.12 -2.86
H 2.81 5.10 -0.34
H 0.13 -5.86 2.28
H 3.85 3.61 -2.45
*
```

natural (NBO) atomic charge list, values in e, 4 entries:
1 F -0.333
2 F -0.312
3 F -0.320
4 O -0.555

=====

Density functional theory data (wB97M-V/def2-TZVPD) for C11H23BCoF4NO2P2 as an isolated structure in a non-equilibrium geometry.

Its energy above the lowest of the compared OMol25 structures with the same formula, charge and spin is 30.3 kcal per mole. As for the HOMO-LUMO gap (alpha / beta): 8.20 / 7.18 eV. As for the expectation value of S²: 6.046.

Structure (ORCA input):
```
! wB97M-V def2-TZVPD RIJCOSX def2/J DEFGRID3
* xyz 2 5
Co -0.80 0.42 1.02
P 2.05 0.50 1.33
P -2.22 -0.24 -0.38
F -0.22 -2.26 2.28
F -0.93 -2.02 4.43
F -1.27 -0.18 3.04
F -2.48 -2.06 2.57
O 0.96 -4.14 0.14
O 0.28 -2.06 -4.66
N -0.11 1.67 -0.48
C 2.13 0.26 3.11
C -3.59 0.56 0.55
C 1.38 3.31 -1.46
C -2.62 -1.97 -0.67
C -0.42 2.50 -2.77
C 1.05 2.34 -0.50
C 0.60 3.41 -2.60
C 3.04 -0.60 0.36
C 1.96 2.15 0.73
C -1.81 0.63 -1.79
C -0.78 1.58 -1.70
B -1.23 -1.78 3.11
H -3.70 -1.95 -0.96
H 1.76 -0.76 3.38
H -3.50 1.65 0.44
H 1.03 -3.73 1.03
H 0.66 0.24 1.15
H -2.44 -2.51 0.28
H 2.74 -0.57 -0.70
H 2.99 -1.65 0.70
H 4.06 -0.18 0.50
H -1.02 2.44 -3.71
H -2.31 0.51 -2.74
H 3.20 0.40 3.37
H 0.82 4.15 -3.36
H 3.01 2.40 0.49
H 0.14 -3.01 -4.69
H 0.96 -3.34 -0.40
H -1.94 -2.33 -1.46
H -3.53 0.27 1.61
H -4.49 0.17 0.07
H 1.27 -1.99 -4.59
H 1.48 1.01 3.62
H 2.21 3.97 -1.26
H 1.63 2.80 1.56
*
```

Löwdin atomic charge list, values in e, 4 entries:
1 Co 0.651
2 P 0.962
3 P 0.812
4 F 0.120

=====

Density functional theory data (wB97M-V/def2-TZVPD) for C11H23ClFeI2NP2 as an isolated structure in a non-equilibrium geometry.

As for the HOMO-LUMO gap (alpha / beta): 6.85 / 4.03 eV. As for the expectation value of S²: 8.767.

Structure (ORCA input):
```
! wB97M-V def2-TZVPD RIJCOSX def2/J DEFGRID3
* xyz 2 6
I 0.05 -0.82 -6.16
I 0.05 1.85 -6.45
Fe 0.03 0.97 0.10
Cl 0.03 1.25 2.47
P 2.35 0.98 0.26
P -2.28 0.99 0.24
N -0.01 -1.05 0.16
C 3.03 2.51 1.00
C -0.15 -3.82 0.07
C 3.02 -0.34 1.33
C -2.96 -0.33 1.31
C 0.12 -1.77 1.31
C 0.06 -3.17 1.29
C -2.96 2.52 0.98
C -3.23 0.81 -1.32
C -0.29 -3.07 -1.10
C 3.31 0.80 -1.29
C -0.21 -1.67 -1.03
H 3.04 -0.15 -1.77
H 2.53 -0.27 2.31
H -2.72 -1.30 0.88
H 2.80 3.36 0.35
H -2.48 2.68 1.95
H 4.10 -0.25 1.44
H 0.16 -3.74 2.20
H 2.54 2.66 1.97
H 4.38 0.82 -1.10
H -4.30 0.83 -1.13
H -4.05 -0.23 1.41
H -2.96 1.62 -2.00
H -4.05 2.45 1.10
H 0.28 -1.30 2.26
H -2.49 -0.25 2.29
H -2.96 -0.14 -1.80
H -0.46 -3.56 -2.04
H 3.05 1.61 -1.98
H -0.32 -1.09 -1.93
H 2.77 -1.32 0.90
H 4.11 2.43 1.14
H -2.72 3.37 0.33
H -0.21 -4.90 0.04
*
```

natural (NBO) atomic charge list, values in e, 4 entries:
1 I -0.020
2 I 0.027
3 Fe 1.462
4 Cl -0.465

=====

Density functional theory data (wB97M-V/def2-TZVPD) for C11H23F5NO3P2TeTl as an isolated structure in a non-equilibrium geometry.

As for the HOMO-LUMO gap (alpha / beta): 5.26 / 6.22 eV.

Structure (ORCA input):
```
! wB97M-V def2-TZVPD RIJCOSX def2/J DEFGRID3
* xyz 2 1
Tl -0.25 -1.35 1.37
Te 0.23 0.77 4.07
P -2.36 0.19 0.26
P 2.33 -0.52 0.47
F 2.08 1.23 4.38
F -0.03 0.51 5.94
F 0.81 -1.11 4.07
F -1.51 -0.09 3.85
F -0.54 2.54 4.22
O -0.66 -3.37 -1.06
O 0.38 0.72 2.20
O -1.90 -1.95 -2.34
N 0.22 0.73 -1.15
C -0.90 1.06 -1.89
C 2.60 0.95 -0.58
C 2.99 -1.82 -0.66
C -2.94 1.63 1.27
C -2.21 0.65 -1.45
C 0.52 2.32 -3.48
C 1.40 1.25 -1.48
C 3.58 -0.32 1.80
C -0.73 1.78 -3.10
C 1.62 2.06 -2.62
C -3.78 -1.02 0.26
H -0.60 -2.86 -0.16
H -1.93 -0.94 -2.34
H 4.60 -0.16 1.39
H 3.58 -1.26 2.39
H -3.06 0.89 -2.13
H -1.16 -2.69 -1.80
H -3.46 -1.96 -0.23
H -2.23 2.47 1.12
H -2.00 -2.32 -3.28
H 0.65 2.87 -4.42
H 2.37 -1.87 -1.57
H 3.50 0.88 -1.22
H 3.30 0.53 2.46
H -1.65 1.95 -3.66
H -4.66 -0.59 -0.25
H -4.02 -1.22 1.32
H 2.96 -2.77 -0.12
H -2.90 1.32 2.33
H -3.97 1.92 0.98
H 0.27 -3.63 -1.44
H 2.76 1.85 0.04
H 2.64 2.38 -2.83
H 4.03 -1.62 -0.94
*
```

Löwdin atomic charge list, values in e, 4 entries:
1 Tl 0.876
2 Te 1.908
3 P 0.845
4 P 0.860

=====

Density functional theory data (wB97M-V/def2-TZVPD) for C11H23F5NO3P2TeZn as an isolated structure in a non-equilibrium geometry.

Its energy above the lowest of the compared OMol25 structures with the same formula, charge and spin is 0.0 kcal per mole. As for the HOMO-LUMO gap: 7.68 eV.

Structure (ORCA input):
```
! wB97M-V def2-TZVPD RIJCOSX def2/J DEFGRID3
* xyz 1 1
Te -2.41 -1.79 1.08
Zn 0.26 -0.42 -0.08
P -0.68 0.46 -2.24
P 1.40 0.21 1.85
F -2.97 -0.09 0.29
F -4.10 -1.99 2.02
F -1.69 -0.65 2.49
F -1.66 -3.30 1.93
F -3.07 -2.69 -0.47
O 0.22 3.19 -0.35
O 3.50 3.78 -0.06
O -0.80 -1.98 0.10
N 1.96 -0.30 -1.01
C 4.29 -0.60 -0.94
C 4.22 -1.02 -2.26
C -0.40 2.03 -3.14
C 3.11 -0.17 -0.33
C 1.41 -1.46 2.65
C 1.86 -0.66 -2.31
C -2.30 -0.17 -2.77
C 3.10 0.26 1.15
C 3.03 -1.05 -2.94
C 1.36 1.40 3.25
C 0.53 -0.68 -3.03
H 5.20 -0.50 -0.38
H 3.76 -0.33 1.78
H 0.64 -0.42 -4.09
H 3.53 1.26 1.22
H 2.37 -1.58 3.17
H 5.16 -1.31 -2.75
H 2.96 -1.41 -3.97
H 3.59 3.80 0.95
H -1.30 2.65 -3.09
H 2.22 1.22 3.91
H 0.40 4.12 -0.06
H -2.46 -1.17 -2.36
H -0.42 2.95 0.32
H 0.08 -1.68 -2.94
H 0.57 -1.61 3.36
H -3.07 0.50 -2.36
H 1.29 -2.26 1.88
H 0.43 1.27 3.81
H 1.41 2.42 2.85
H 2.80 3.12 -0.03
H -0.09 1.85 -4.17
H 0.42 2.58 -2.66
H -2.36 -0.18 -3.87
*
```

natural (NBO) atomic charge list, values in e, 4 entries:
1 Te 3.321
2 Zn 1.529
3 P 0.765
4 P 0.707

=====

Density functional theory data (wB97M-V/def2-TZVPD) for C11H23N2O5P2Ti as an isolated structure in a non-equilibrium geometry.

Its energy above the lowest of the compared OMol25 structures with the same formula, charge and spin is 0.0 kcal per mole. As for the HOMO-LUMO gap (alpha / beta): 6.97 / 6.75 eV. As for the expectation value of S²: 2.007.

Structure (ORCA input):
```
! wB97M-V def2-TZVPD RIJCOSX def2/J DEFGRID3
* xyz 1 3
Ti 0.04 0.45 -0.82
P -1.23 -1.75 -0.37
P 0.92 2.59 0.14
O -0.60 0.53 -2.52
O 1.07 -3.39 1.97
O 2.28 -3.24 0.16
O 2.99 2.19 -4.25
O 1.53 -0.39 -0.40
N 1.21 -3.24 0.75
N -1.72 1.14 0.19
C -2.58 -0.73 -1.11
C 2.32 2.72 1.27
C -4.09 1.06 -0.11
C -3.06 2.88 1.09
C -2.82 0.51 -0.30
C -2.03 -2.52 1.06
C -1.82 2.33 0.83
C 1.12 3.94 -1.05
C -0.53 3.05 1.17
C -1.08 -3.11 -1.59
C -4.20 2.24 0.62
H -1.02 -2.66 -2.60
H 2.09 2.21 2.21
H 2.42 -0.51 -0.06
H -1.96 -3.78 -1.53
H -2.53 -1.75 1.65
H 1.79 3.61 -1.86
H 2.71 2.00 -5.21
H -0.16 -3.68 -1.39
H -0.87 1.20 -3.18
H 2.55 3.78 1.46
H 3.19 2.23 0.82
H 3.46 1.37 -4.01
H 0.15 4.18 -1.49
H -1.28 -3.00 1.71
H 1.56 4.80 -0.53
H -0.24 2.83 2.22
H -4.93 0.51 -0.53
H -3.12 3.81 1.68
H -2.76 -3.27 0.74
H -3.42 -1.43 -1.18
H -2.18 -0.44 -2.13
H -0.67 4.14 1.05
H -5.17 2.67 0.80
*
```

natural (NBO) atomic charge list, values in e, 4 entries:
1 Ti 1.258
2 P 0.880
3 P 0.922
4 O -1.039

=====

Density functional theory data (wB97M-V/def2-TZVPD) for a 3-piece molecular cluster, C11H23N3O3S overall in a non-equilibrium geometry.

Its energy above the lowest of the compared OMol25 structures with the same formula, charge and spin is 115.7 kcal per mole. As for the HOMO-LUMO gap: 9.14 eV.

Structure (ORCA input):
```
! wB97M-V def2-TZVPD RIJCOSX def2/J DEFGRID3
* xyz 0 1
S 1.27 -3.29 2.96
O -0.19 1.24 2.07
O 3.04 -1.43 -4.07
O -2.55 -1.89 -0.71
N 0.10 3.53 1.89
N -0.43 -0.64 0.04
N 0.74 -1.20 -4.18
C -1.69 -1.44 3.04
C 1.49 3.41 1.49
C 0.72 -1.27 -5.62
C 0.28 -2.64 1.50
C -1.32 -2.30 1.69
C -0.48 4.85 2.02
C -0.51 -1.04 -3.46
C -1.58 -1.63 0.21
C 1.95 -1.30 -3.52
C -0.62 2.38 2.15
C 0.73 -1.14 0.92
H 1.54 2.82 0.57
H -2.34 -0.47 2.82
H -1.53 4.79 2.33
H 0.08 5.42 2.76
H 1.14 -2.22 -5.95
H 1.92 4.40 1.32
H -0.43 5.35 1.05
H -0.74 -1.09 3.64
H -2.32 -2.11 3.79
H 0.69 -0.36 1.79
H -0.34 -1.01 -2.38
H 0.26 -3.38 0.59
H -0.65 0.37 0.17
H -1.16 -1.89 -3.70
H -0.98 -0.11 -3.78
H 0.90 -2.64 4.15
H -2.01 -3.25 1.72
H 1.86 -1.24 -2.43
H 2.04 2.89 2.27
H -1.66 2.58 2.45
H -0.31 -1.18 -5.99
H 1.75 -1.40 0.40
H 1.32 -0.45 -6.03
*
```

natural (NBO) atomic charge list, values in e, 4 entries:
1 S -0.048
2 O -0.667
3 O -0.629
4 O -0.577

=====

Density functional theory data (wB97M-V/def2-TZVPD) for C11H23N3O6Ru as an isolated structure in a non-equilibrium geometry.

Its energy above the lowest of the compared OMol25 structures with the same formula, charge and spin is 56.2 kcal per mole. As for the HOMO-LUMO gap (alpha / beta): 5.76 / 4.01 eV. As for the expectation value of S²: 8.789.

Structure (ORCA input):
```
! wB97M-V def2-TZVPD RIJCOSX def2/J DEFGRID3
* xyz 1 6
Ru 0.52 -0.14 -0.02
O -0.15 3.97 1.24
O 2.97 -1.94 -0.52
O -0.54 -2.51 1.03
O 1.56 -0.32 1.83
O -2.09 3.05 -0.96
O -1.73 -0.06 -2.12
N 1.67 -1.53 -0.88
N -0.48 -0.55 -1.68
N -0.92 0.53 1.52
C -2.02 1.26 1.28
C 0.08 -1.42 -2.55
C 1.31 -1.97 -2.10
C -1.31 0.84 3.88
C 0.67 -0.48 3.00
C 2.18 -2.88 -2.89
C -0.58 0.32 2.81
C -0.59 -1.77 -3.82
C 1.85 1.32 -0.63
C -2.81 1.78 2.29
C -2.46 1.59 3.63
H -1.98 0.75 -1.62
H 0.83 4.02 1.23
H -1.31 3.02 -1.53
H -1.37 -1.04 -4.07
H 1.36 2.26 -0.34
H 0.21 -2.64 0.43
H -1.04 -2.78 -3.75
H 2.71 -2.30 -3.66
H 3.13 -1.60 0.39
H -2.25 1.48 0.23
H 1.54 -3.63 -3.38
H 2.88 1.35 -0.21
H -3.67 2.38 2.01
H 2.91 -3.38 -2.24
H -3.04 2.03 4.44
H -1.11 -1.83 0.62
H -1.91 3.78 -0.32
H 2.00 1.35 -1.72
H 1.21 -0.13 3.89
H -0.91 0.67 4.88
H 0.46 -1.55 3.06
H 2.08 0.50 1.92
H 0.17 -1.81 -4.61
*
```

natural (NBO) atomic charge list, values in e, 4 entries:
1 Ru 0.918
2 O -0.419
3 O -0.547
4 O -0.916